Density functional theory data (wB97M-V/def2-TZVPD) for a molecular structure, C14H15N3O3 at a distorted geometry.

```
35
Properties=species:S:1:pos:R:3:forces:R:3
C 4.70116 -2.75711 -0.10442 -1.9872 -1.4293 -5.1885
C 4.14608 -1.46263 0.13910 -4.2080 3.3702 1.1064
C 3.22656 -0.79354 -0.74000 -0.0778 -6.3694 -4.2632
C 2.51438 0.30122 -0.43921 -4.7860 -0.0502 -9.1152
C 2.80835 0.81035 0.61462 1.6623 9.5911 14.5181
C 3.65671 0.33012 1.67630 -0.8300 -2.2184 -3.5069
C 4.22171 -0.91475 1.49009 -5.5242 3.6469 -6.9424
H 5.00972 -1.19849 1.88019 6.9757 -3.0367 5.2627
H 3.90936 0.95536 2.44662 0.2628 1.2852 1.9637
H 2.37618 1.88734 1.02466 0.7171 -2.6109 -1.6309
O 1.51745 0.98515 -1.34321 5.0475 -7.4867 -2.6280
C 0.73632 2.05744 -1.23358 3.3663 0.1948 6.8482
C -0.32505 1.53697 -0.30434 4.6207 14.3933 9.0942
N -1.15321 0.77534 -0.72335 -8.0675 -14.7463 -9.7746
C -2.44578 0.36545 -0.54842 -1.1085 3.6561 6.7712
N -3.03007 -0.69520 -0.95842 6.8712 0.3689 -3.5557
C -4.16069 -1.17942 -0.78717 -5.4634 6.1186 7.1088
C -5.04207 -0.41089 0.16695 7.8215 0.8916 -2.6230
C -4.36389 0.83339 0.72836 -15.6411 -4.4842 4.7751
C -3.20425 1.14924 0.66249 8.4412 -4.0292 -7.8598
H -2.77419 1.91910 0.98844 3.3521 6.0258 3.0591
H -5.20087 1.33333 1.67342 2.7518 -1.1753 -3.1411
N -6.35048 -0.66135 0.37140 5.0428 -10.1384 -7.4280
O -6.82270 -1.67880 -0.14350 0.6892 -2.1944 -1.1173
O -7.00348 0.01591 0.88920 -9.4403 11.7921 9.0500
H -4.49581 -1.83995 -1.40458 -2.1552 -4.6165 -3.1836
H -0.71014 -0.13512 -1.40250 -1.0829 3.2322 2.0700
H -0.87901 2.80975 -0.12350 0.7546 -3.0845 -0.2338
H -0.06339 1.38105 0.91208 0.3456 0.3152 -3.0473
H 1.50834 2.72858 -0.67405 -2.3202 0.5764 -0.8073
H 0.47698 2.36427 -2.16703 -1.1325 1.0855 -2.5086
H 2.76681 -1.39470 -1.76505 1.9390 1.6413 2.7667
H 4.55159 -3.42624 0.64735 -0.4254 -1.7588 2.2823
H 5.69782 -2.73887 -0.35691 2.5624 0.1281 -0.3855
H 4.19956 -3.25229 -1.09204 1.0263 1.1163 2.2644
```
Forces are in eV/Å.

* 2S+1: 1
* orbital gap: 7.834 eV
* HOMO energy: -8.43 eV

Density functional theory data (wB97M-V/def2-TZVPD) for a molecular structure, C14H15N4O2PtS3.

```
39
Properties=species:S:1:pos:R:3:forces:R:3
Pt 1.33630 -0.35079 0.80737 0.5982 -0.2539 0.3208
C 5.54244 -0.29603 2.61420 -0.1128 -0.0548 0.0099
C 4.05760 -0.48156 2.38010 0.1111 -0.0673 -0.0985
S 3.60247 -0.76944 0.72187 -0.6025 0.1925 0.2771
C 3.15565 -0.44946 3.38840 -0.1237 -0.1006 0.2192
C 3.54871 -0.18813 4.82374 -0.0352 -0.0071 -0.1470
S 1.44997 -0.72259 3.17237 0.1733 0.2232 -0.7228
H 6.06147 -0.26409 1.65796 0.0525 0.0081 0.0133
H 5.96598 -1.11362 3.20517 0.0164 0.0235 0.0009
H 5.74337 0.63915 3.14242 0.0504 -0.0037 -0.0204
H 4.62938 -0.15448 4.96389 -0.0271 -0.0126 0.0327
H 3.13278 -0.96454 5.46846 0.0478 0.0145 0.0563
H 3.12018 0.76384 5.14751 0.0504 -0.0020 0.0762
N -3.71937 -2.33867 -5.02560 0.1375 0.0666 -0.0678
C -3.38548 -1.92053 -3.73550 0.0384 0.0500 0.1058
C -2.51835 -2.68372 -2.95038 -0.0282 0.0311 -0.0410
C -2.16697 -2.25612 -1.68332 -0.0243 -0.0339 -0.0019
C -2.67373 -1.06187 -1.19389 0.0622 0.0969 0.3105
C -3.51772 -0.28448 -1.96705 -0.0477 0.0497 0.0423
C -3.87370 -0.71328 -3.23445 0.0029 -0.0591 -0.0869
S -2.20443 -0.54547 0.44396 -0.0648 -0.1929 -0.1425
O -1.98758 -1.74749 1.20202 0.1051 0.0770 -0.1449
O -3.19820 0.38425 0.91416 0.1204 0.0615 -0.1132
N -0.75046 0.13916 0.22016 0.0147 -0.2265 0.4976
C -0.57467 1.42880 -0.10567 -0.1867 0.5617 -0.3805
N -1.52061 2.22271 -0.63934 -0.0724 -0.1982 0.0803
C -1.18397 3.48245 -0.85437 0.1122 0.0523 0.0162
C 0.07544 4.00122 -0.58366 -0.0192 -0.0132 0.0052
C 1.01031 3.09411 -0.10618 0.0892 -0.0131 -0.0328
N 0.70690 1.83128 0.11250 -0.3292 -0.1817 0.0291
H -3.61970 -3.32530 -5.19129 -0.0589 -0.0455 -0.0120
H -4.57662 -1.96158 -5.39076 -0.0678 -0.0307 0.0001
H -2.12297 -3.61328 -3.34454 -0.0039 -0.0128 0.0265
H -1.51594 -2.84243 -1.04749 0.0137 -0.0253 -0.0614
H -3.89224 0.64452 -1.55635 0.0189 -0.0086 -0.0388
H -4.53272 -0.11334 -3.85269 -0.0138 0.0150 0.0328
H -1.96388 4.11157 -1.27558 0.0262 0.0167 -0.0030
H 0.32531 5.03778 -0.75377 -0.0258 0.0011 -0.0102
H 2.03506 3.38147 0.10561 0.0026 0.0022 -0.0273
```
Forces are in eV/Å.

* 2S+1: 3
* charge: -1
* orbital gap (spin up / spin down): 6.069 / 6.335 eV
* HOMO energy (spin up / spin down): -3.32 / -3.91 eV
* ⟨S²⟩: 2.01

Density functional theory data (wB97M-V/def2-TZVPD) for a molecular structure, C14H15NTeV at a distorted geometry.

```
32
Properties=species:S:1:pos:R:3:forces:R:3
C -0.88885 0.66061 -2.02804 -0.6406 0.3329 -0.2496
C -0.18282 1.79962 -1.54843 -0.6801 0.4744 -0.4198
C -0.82808 2.25599 -0.37057 -0.8088 -0.4654 -0.1627
C -1.92963 1.36843 -0.09192 0.4790 0.8760 -0.7074
C -1.97153 0.39222 -1.11451 0.0766 0.4492 -0.5644
V 0.01468 0.05001 -0.13925 -0.3918 1.3522 0.9617
C 2.29923 0.73060 0.10245 0.6029 0.0695 0.2094
C 2.25217 -0.08909 -0.95627 2.0956 -0.6072 -1.7987
C 2.67178 -0.76201 -2.05680 -2.5399 0.3224 1.5462
N 0.16967 -1.58140 -0.35289 0.1809 -2.6361 -0.1241
H -0.53766 3.11454 0.23366 -0.0042 -0.4126 -0.1167
H 0.64531 2.28751 -2.05061 -0.0421 -0.1759 0.1403
H -2.61816 1.46346 0.74271 0.3525 -0.1480 -0.1573
H -2.73100 -0.37437 -1.24107 0.3348 0.0771 0.1437
H -0.71349 0.15061 -2.97356 0.1077 0.0175 0.4479
H 2.17891 1.82323 -0.03937 -0.0433 -0.8332 0.1949
H 0.31137 -2.53327 -0.70496 0.0797 0.5789 0.2054
H 2.60639 0.38408 1.11598 -0.2857 0.2556 -1.0198
H 3.63997 -0.71278 -2.52499 0.3508 0.2794 0.3344
H 1.92400 -1.42198 -2.54824 0.6152 0.5046 0.3292
Te 0.03679 1.04102 2.56321 0.6059 1.1063 -0.0385
C -0.61996 -0.65716 3.45416 -0.5524 -2.1704 1.2558
C 0.09961 -1.22372 4.56590 -1.1847 0.2263 -1.1453
C -0.34901 -2.41074 5.14137 0.0062 -0.0795 0.1473
C -1.49101 -3.06767 4.65618 0.1270 0.0898 0.0509
C -2.19402 -2.52553 3.57490 -0.1483 0.0120 -0.1092
C -1.78295 -1.33862 2.96725 1.1086 0.3805 0.7697
H 0.98492 -0.69405 4.92564 -0.2770 -0.2787 -0.0611
H 0.20371 -2.83274 5.99277 -0.2669 0.1247 -0.3702
H -1.83076 -4.00085 5.12586 0.1675 0.4367 -0.2345
H -3.08811 -3.03648 3.19201 0.3893 0.1690 0.1881
H -2.31841 -0.89815 2.11804 0.1856 -0.3279 0.3540
```
Forces are in eV/Å.

* 2S+1: 3
* charge: -1
* orbital gap (spin up / spin down): 4.766 / 6.227 eV
* HOMO energy (spin up / spin down): -1.79 / -3.29 eV
* ⟨S²⟩: 2.03

Density functional theory data (wB97M-V/def2-TZVPD) for 2 unconnected molecules or ions with the total composition C14H16 at a distorted geometry.

```
30
Properties=species:S:1:pos:R:3:forces:R:3
C 0.87892 -1.56963 2.58042 0.3734 -1.1555 -0.5440
C -0.08730 -1.21353 0.18607 0.4283 -0.2793 1.4942
C -0.29463 -1.47479 1.58579 -0.4973 2.3640 0.5429
C -1.13398 -0.92877 -0.65987 -1.2557 -1.9894 4.1290
C -2.44644 -1.11856 -0.18813 -0.1562 -0.4256 1.5471
C -1.59457 -1.53303 2.11635 -1.5437 0.4081 -4.7612
C -2.73459 -1.43110 1.17454 1.6972 -0.7501 0.4277
H 0.92739 -1.23900 -0.20754 -0.1461 0.2729 0.2275
H -1.00634 -0.69824 -1.62436 0.6468 0.6626 -3.2920
H 0.91951 -1.18640 3.61159 -1.2529 0.6041 -0.4784
H 1.89084 -1.24161 2.21030 -1.0900 -0.9836 -0.2761
H -3.17853 -1.09288 -0.97145 -0.7923 0.1390 0.1012
H -1.92833 -1.70322 3.08694 0.3729 -0.2978 1.8569
H -3.72374 -1.80764 1.61991 1.2742 1.0917 -1.1797
H 0.67672 -2.64249 2.73840 1.7574 -0.2462 0.3121
C 2.05390 0.40080 -2.70974 -0.3176 -1.5985 -2.1039
C -0.85962 2.10288 -0.88689 1.6665 -0.9231 0.1093
C -0.16318 1.46261 -1.91291 0.0207 0.6023 0.1287
C -0.35623 2.31683 0.38295 0.0887 0.2086 0.0078
C 1.19855 1.09896 -1.71078 1.6165 -0.5380 0.0472
C 1.05091 2.01853 0.57028 0.9687 -0.8326 -0.4302
C 1.78593 1.40099 -0.49149 1.1453 1.5086 2.4780
H -1.83407 2.28402 -1.16328 -2.3966 0.7431 -0.0095
H -0.68395 1.21801 -2.82746 0.0540 0.0549 -0.2239
H -0.99075 2.73239 1.17554 0.3560 -0.1444 -0.3168
H 1.57963 2.05649 1.53178 -0.4916 0.3438 -0.2690
H 1.73197 0.44212 -3.83387 0.2898 0.1691 1.9286
H 2.28859 -0.69207 -2.53527 -1.0584 0.3019 0.0371
H 2.95587 1.34424 -0.17292 -2.6975 -0.4560 -1.4191
H 3.07754 0.69408 -2.67489 0.9398 1.1455 -0.0716
```
Forces are in eV/Å.

* 2S+1: 2
* charge: -1
* orbital gap (spin up / spin down): 2.808 / 7.142 eV
* HOMO energy (spin up / spin down): 0.78 / -3.59 eV
* ⟨S²⟩: 0.76

Density functional theory data (wB97M-V/def2-TZVPD) for 2 unconnected molecules or ions with the total composition C14H16 at a distorted geometry.

```
30
Properties=species:S:1:pos:R:3:forces:R:3
C 1.67038 2.16506 -0.77829 1.1915 -0.8212 -0.1005
C 5.43944 0.04280 -0.59795 -3.5536 -0.3898 -0.8382
C 4.60197 0.23856 0.50608 1.2851 -1.0461 1.6776
C 4.80329 0.25503 -1.85125 2.9414 1.4995 0.8879
C 3.44699 0.98297 0.49740 0.4032 -0.1143 -1.4241
C 3.67541 1.06567 -1.94046 -0.5325 -1.2863 -0.5493
C 3.00146 1.36420 -0.77582 -1.8669 1.9642 1.5064
H 6.34812 -0.49778 -0.54574 0.6719 -0.4143 0.1732
H 4.80536 -0.32871 1.42664 0.5291 0.7645 -0.0850
H 5.52159 0.05183 -2.64448 -0.8837 -0.0466 -0.6521
H 2.95427 1.27937 1.43000 -0.0685 -0.3974 -0.5575
H 3.19971 1.30013 -2.90769 0.4514 -0.0242 0.5254
H 1.41776 2.49831 0.23383 0.1189 0.0619 -0.2870
H 0.91016 1.46145 -1.09404 -0.4651 0.1245 -0.2305
H 1.73795 3.00290 -1.46454 -0.2406 0.1183 -0.0455
C -4.62225 0.10066 2.32638 0.4214 -0.5544 0.4429
C -2.56448 -2.01990 -0.85668 -0.9654 1.0243 1.2803
C -3.92504 -2.24638 -0.54675 1.5868 -1.1109 -1.8619
C -1.94239 -1.03543 -0.11236 1.2648 1.1349 0.3794
C -4.56054 -1.70923 0.54613 0.7399 0.3515 -0.0681
C -2.61481 -0.29968 0.84798 -2.3184 -0.4730 0.0189
C -3.93392 -0.63980 1.19437 0.2018 -0.0230 0.4685
H -2.00180 -2.58026 -1.57796 -0.1979 -0.1041 -0.4369
H -4.39288 -2.87562 -1.30050 -0.4951 -0.4479 0.7452
H -0.90875 -0.70723 -0.23687 -0.0589 -0.5629 -0.4111
H -5.42362 -2.23762 0.90944 -0.7287 0.5944 0.0056
H -2.30025 0.57628 1.37817 1.0769 0.1748 -0.0619
H -5.18862 0.98599 2.01854 -0.0989 -0.3541 -0.1302
H -3.90058 0.44655 3.08573 -0.1310 -0.1276 -0.3632
H -5.25392 -0.64015 2.83069 -0.2787 0.4853 -0.0085
```
Forces are in eV/Å.

* 2S+1: 1
* orbital gap: 9.820 eV
* HOMO energy: -8.96 eV

Density functional theory data (wB97M-V/def2-TZVPD) for 2 unconnected molecules or ions with the total composition C14H16 at a distorted geometry.

```
30
Properties=species:S:1:pos:R:3:forces:R:3
C -4.10529 1.69216 -2.68348 1.1555 -0.0007 0.3942
C -1.87869 0.75859 -1.93112 0.1370 1.4377 -0.2331
C -2.92502 1.66847 -1.72458 -0.5748 -0.4161 0.6855
C -0.69774 0.90207 -1.20988 0.1372 -0.5277 -0.0332
C -2.90098 2.49572 -0.59461 0.1616 -0.4698 -0.5314
C -0.61202 1.80839 -0.16128 -1.0415 -0.3028 0.0874
C -1.75041 2.54624 0.17070 1.1870 0.3775 0.0814
H -1.92977 0.08234 -2.77315 0.0337 -0.1209 -0.0248
H 0.14219 0.28317 -1.50456 0.0677 -0.0287 0.2693
H -4.56770 0.70851 -2.64888 -0.2507 0.0590 -0.4928
H -3.64942 1.94022 -3.64504 -0.4881 -0.3972 -0.2705
H -3.81012 3.02497 -0.34980 0.1388 0.4148 0.0657
H 0.21570 1.88939 0.52828 0.4005 -0.0880 -0.4149
H -1.53892 3.24394 0.97411 -0.8903 0.0309 0.1919
H -4.81936 2.47720 -2.46506 -0.1512 -0.0045 0.2505
C 4.28730 -0.99322 0.50751 -0.3525 -1.2138 0.4445
C 0.89444 -2.75592 0.82585 1.4092 0.4097 -0.1464
C 2.08871 -2.21579 0.30056 -0.7483 -0.7620 -0.2730
C 0.62065 -2.47050 2.14004 -1.1861 0.5692 0.2722
C 2.95323 -1.44937 1.05752 -0.3064 1.2299 0.1112
C 1.29662 -1.44611 2.81130 -0.1244 -1.5802 -0.0888
C 2.50121 -1.00092 2.30676 -0.1700 0.0588 0.5689
H 0.27595 -3.37701 0.19544 -0.0324 -0.2099 0.1728
H 2.32821 -2.49331 -0.72135 0.2463 0.1602 0.0289
H -0.19357 -2.94426 2.68111 -0.1651 0.0680 -0.3349
H 0.84843 -1.21456 3.76971 0.6262 0.4652 0.1480
H 4.44354 -1.61665 -0.37403 0.5241 0.3197 -0.0614
H 5.02763 -1.23020 1.27691 0.2439 0.0623 -0.3133
H 3.08497 -0.37087 2.97133 0.2345 0.1955 -0.4539
H 4.37023 0.05733 0.26969 -0.2216 0.2640 -0.1002
```
Forces are in eV/Å.

* 2S+1: 1
* orbital gap: 9.774 eV
* HOMO energy: -8.85 eV

Density functional theory data (wB97M-V/def2-TZVPD) for 2 unconnected molecules or ions with the total composition C14H16 at a distorted geometry.

```
30
Properties=species:S:1:pos:R:3:forces:R:3
C 1.93609 3.57476 -0.71095 0.2040 1.6280 -0.0517
C 1.09420 0.40708 1.14036 0.1174 0.1761 -0.4256
C 2.24473 -0.34138 0.92526 0.2360 -0.1552 0.9402
C 1.02186 1.68193 0.60477 0.2382 -0.0407 0.1978
C 2.09571 2.22194 -0.10656 -0.8580 -0.0073 -0.4354
C 3.34249 0.21267 0.30079 0.1909 0.5698 -0.6176
C 3.23905 1.46343 -0.30751 -0.3450 -0.0431 0.2385
H 0.26437 0.01460 1.70772 -0.0153 -0.1313 -0.0905
H 2.33299 -1.33101 1.34915 -0.0458 -0.1070 0.0846
H 0.12128 2.27167 0.71618 -0.0295 0.0270 0.0849
H 4.31093 -0.26438 0.28362 -0.1153 -0.4842 -0.2146
H 0.92797 3.97995 -0.82441 -0.3157 -0.8522 -0.2444
H 2.46144 3.71892 -1.65069 -0.0206 -0.3386 -0.2713
H 3.99515 1.83048 -0.99035 0.2863 0.0774 0.3277
H 2.32947 4.39289 -0.10200 0.5400 -0.2982 0.4693
C -1.10752 -3.49667 0.32478 0.8098 -0.4073 -0.1241
C -2.99934 -0.77869 -1.52916 1.0003 0.6755 -0.2799
C -3.05712 0.22249 -0.56726 -0.6358 -0.5948 0.1256
C -2.22662 -1.91121 -1.31797 -0.1853 0.0030 0.1178
C -1.68811 -2.17881 -0.06028 -1.4723 0.3834 0.2558
C -2.61398 -0.03935 0.72489 0.5450 0.3451 -1.0181
C -1.96663 -1.24353 0.93685 0.5299 -0.4412 0.7942
H -3.40422 -0.56955 -2.51182 -0.0095 -0.1411 -0.0168
H -3.51443 1.15358 -0.84597 -0.2081 0.3131 0.1800
H -2.06671 -2.56717 -2.15243 -0.0051 -0.4845 -0.1310
H -2.65855 0.75788 1.45449 -0.1041 -0.2699 0.3100
H -0.02228 -3.51174 0.29630 0.3221 0.1966 -0.0217
H -1.40915 -4.29528 -0.32509 -0.2893 -0.2736 -0.6313
H -1.60809 -1.52237 1.92539 -0.1262 0.2837 0.0853
H -1.37496 -3.85310 1.31186 -0.2391 0.3916 0.3627
```
Forces are in eV/Å.

* 2S+1: 1
* orbital gap: 9.811 eV
* HOMO energy: -8.88 eV

Density functional theory data (wB97M-V/def2-TZVPD) for 2 unconnected molecules or ions with the total composition C14H16 at a distorted geometry.

```
30
Properties=species:S:1:pos:R:3:forces:R:3
C 0.09180 -0.98995 2.30370 0.2821 0.1231 -0.2057
C 2.27325 -0.02066 3.14393 -0.1043 0.2631 -0.2356
C 1.19660 0.04265 2.26742 -0.7203 0.2537 0.5581
C 3.23329 0.98948 3.14390 -0.1960 -0.5007 0.2711
C 1.04642 1.18080 1.47422 0.4097 -0.0012 -0.4130
C 3.08906 2.10214 2.33506 0.2411 -0.3484 -0.1646
C 2.01432 2.17436 1.45737 -0.2143 0.4320 0.6947
H 2.29522 -0.79906 3.89792 0.2351 -0.1562 -0.2216
H 4.06950 0.87575 3.82018 0.0389 0.2815 0.0481
H -0.88837 -0.51297 2.31830 -0.0286 0.0248 -0.1157
H 0.15142 -1.61769 3.18969 0.1098 -0.1095 -0.0623
H 0.15116 1.33746 0.87779 -0.0636 -0.1544 0.0850
H 3.80988 2.89778 2.42220 0.0756 0.1718 -0.1948
H 1.84544 3.09465 0.91369 0.0379 -0.0786 -0.2182
H 0.17179 -1.62041 1.41005 -0.1591 -0.1398 0.2001
C -3.20088 -2.19155 -2.32675 0.2870 -0.2934 0.0549
C -0.10994 0.81705 -2.43894 -0.5480 0.3334 0.3421
C -1.18097 0.94216 -3.26732 -0.3781 -0.1951 0.1498
C -0.15200 -0.17755 -1.41513 0.2368 -0.7628 0.5966
C -2.13665 -0.10910 -3.26515 0.4908 1.4860 -0.6536
C -1.21208 -1.06767 -1.25697 -0.2701 -0.0874 -0.6167
C -2.18695 -1.10738 -2.23378 -0.0148 -0.1781 -0.2793
H 0.69407 1.53513 -2.44988 0.1744 -0.0048 0.0014
H -1.29546 1.84370 -3.86170 0.0157 -0.4952 -0.4284
H 0.68585 -0.21538 -0.73491 0.0763 -0.0836 0.1501
H -2.79595 -0.11100 -4.12624 -0.3824 -0.3071 0.2907
H -1.30519 -1.83081 -0.49926 0.5551 0.2046 0.3459
H -3.18541 -2.60579 -3.34120 -0.1495 0.1203 0.0458
H -4.21932 -1.85249 -2.11315 0.0914 0.1244 -0.0817
H -2.94989 -3.00362 -1.64503 -0.1284 0.0778 0.0569
```
Forces are in eV/Å.

* 2S+1: 2
* charge: +1
* orbital gap (spin up / spin down): 7.282 / 3.433 eV
* HOMO energy (spin up / spin down): -11.66 / -11.64 eV
* ⟨S²⟩: 0.77